One molecule with the formula C5H9NO at a distorted geometry, computed with ωB97M-V with the def2-TZVPD basis set.

## Properties
relative energy (zero: lowest compared OMol25 entry of this formula, charge and spin) = 22.2 kcal/mol
Kohn-Sham gap = 11.5 eV
DFT total energy = -8868.2492 eV
total charge = 0
largest force on an atom = 1.1 eV/A
SMILES string = C[C@@H](O)[C@@H](C)C#N
HOMO level = -10.813 eV

Each line ends with the natural charge from an NBO analysis.
Element x y z (Å)
1 C -0.31 -0.86 -1.37  -0.653
2 C -0.08 0.54 -0.81  0.121
3 O -1.29 1.26 -0.63  -0.720
4 C 0.61 0.54 0.58  -0.343
5 C -0.30 0.03 1.71  -0.600
6 C 1.86 -0.23 0.53  0.293
7 N 2.82 -0.88 0.48  -0.332
8 H 0.64 -1.36 -1.56  0.239
9 H -0.84 -0.79 -2.33  0.214
10 H -0.90 -1.48 -0.69  0.213
11 H 0.57 1.09 -1.50  0.170
12 H -1.96 0.88 -1.21  0.476
13 H 0.87 1.58 0.80  0.251
14 H 0.17 0.21 2.68  0.223
15 H -0.49 -1.05 1.62  0.212
16 H -1.25 0.56 1.66  0.238

=====

One molecule with the formula C5H9NO, computed with ωB97M-V with the def2-TZVPD basis set.

## Properties
relative energy (zero: lowest compared OMol25 entry of this formula, charge and spin) = 28.1 kcal/mol
Kohn-Sham gap = 10.8 eV
DFT total energy = -8867.9934 eV
total charge = 0
largest force on an atom = 0.5 eV/A
SMILES string = [H]/N=C1/CC[C@H](O)C1
HOMO level = -9.851 eV

Each line ends with the natural charge from an NBO analysis.
Element x y z (Å)
1 H -1.23 0.81 2.22  0.331
2 N -1.46 -0.02 1.67  -0.631
3 C -1.08 0.14 0.46  0.327
4 C -0.93 -1.05 -0.48  -0.480
5 C 0.58 -0.92 -0.85  -0.430
6 C 1.06 0.44 -0.28  0.107
7 O 1.80 0.35 0.92  -0.713
8 C -0.24 1.25 -0.10  -0.516
9 H -1.53 -0.97 -1.39  0.221
10 H -1.19 -1.96 0.06  0.235
11 H 1.21 -1.74 -0.47  0.228
12 H 0.73 -0.93 -1.94  0.214
13 H 1.73 0.92 -0.99  0.187
14 H 1.26 -0.04 1.63  0.469
15 H -0.58 1.63 -1.07  0.226
16 H -0.13 2.09 0.59  0.226

=====

One molecule with the formula C5H9NO, computed with ωB97M-V with the def2-TZVPD basis set.

## Properties
relative energy (zero: lowest compared OMol25 entry of this formula, charge and spin) = 17.6 kcal/mol
Kohn-Sham gap = 10.5 eV
DFT total energy = -8868.4474 eV
total charge = 0
largest force on an atom = 0.4 eV/A
SMILES string = CC1(C)CNC1=O
HOMO level = -9.602 eV

Each line ends with the natural charge from an NBO analysis.
Element x y z (Å)
1 C 1.42 0.75 -0.04  -0.597
2 C 0.14 -0.08 0.10  -0.144
3 C 0.32 -1.22 1.08  -0.605
4 C -1.13 0.82 0.17  -0.201
5 N -1.35 0.50 -1.24  -0.628
6 C -0.44 -0.53 -1.25  0.687
7 O -0.26 -1.46 -1.99  -0.587
8 H 2.27 0.13 -0.33  0.220
9 H 1.65 1.21 0.93  0.209
10 H 1.31 1.54 -0.79  0.217
11 H 0.64 -0.85 2.07  0.210
12 H 1.09 -1.88 0.69  0.228
13 H -0.59 -1.82 1.20  0.216
14 H -1.89 0.40 0.85  0.186
15 H -1.00 1.88 0.38  0.190
16 H -2.17 0.60 -1.81  0.399

=====

Which formula does entry 1 have? C5H9NO

=====

Which value of total charge does entry 1 give? 0

=====

Which of these has the lowest relative energy (zero: lowest compared OMol25 entry of this formula, charge and spin)? number 3